ORCA calculation (ωB97M-V/def2-TZVPD) on a 2-piece molecular cluster, C4H12N2Si overall at a distorted geometry.

Geometry as XYZ:
```
19
Properties=species:S:1:pos:R:3:forces:R:3:mulliken_charge:R:1
C 1.404245 -1.970770 0.408873 1.20 -2.31 -1.98 -0.5650
C 1.075552 -1.329571 -0.691413 -1.11 1.56 -1.22 -0.3154
C -2.548570 -1.390647 0.078334 -0.30 -3.20 1.27 -0.6861
C 1.096963 2.988747 -0.017658 -0.26 1.14 1.37 -0.8591
N -1.992920 -0.343191 0.861957 2.52 2.46 -0.43 -0.6564
N 1.371663 1.588206 -0.190347 0.33 -0.52 1.04 -0.1835
Si 0.184956 0.459446 -0.692899 -1.17 -2.48 1.15 0.3532
H 1.901191 -2.987732 0.435582 -0.68 1.33 -0.18 0.2146
H 1.211201 -1.522141 1.289977 -0.51 1.18 3.19 0.2934
H 1.228796 -1.822100 -1.643520 0.08 0.06 -0.19 0.3066
H -1.792521 -2.197527 0.070225 -0.50 -0.27 -0.81 0.2483
H -3.463906 -1.915303 0.552950 1.07 0.86 0.13 0.2611
H -2.991500 -1.273338 -0.908483 0.67 1.09 -0.35 0.2758
H 0.777813 3.404778 -0.969528 -0.23 0.42 0.24 0.2810
H 0.388464 3.185907 0.851209 0.33 -0.09 -1.34 0.2885
H 2.028643 3.469495 0.332638 -0.33 0.06 -0.61 0.3050
H -1.284057 -0.698346 1.561549 -1.30 0.02 -1.10 0.2266
H 2.065057 1.395385 0.550082 -0.69 -0.97 -0.94 0.3085
H -0.661075 0.958699 -1.879529 0.88 -0.35 0.76 -0.0969
```
Forces are in eV/Å.

The calculation puts the HOMO energy (alpha / beta) at -7.3 / -7.3 eV. The spin multiplicity is 1. The calculation puts the HOMO-LUMO gap (alpha / beta) at 7.560 / 7.567 eV. The value obtained for the LUMO energy (alpha / beta) is 0.31 / 0.31 eV.

ORCA calculation (ωB97M-V/def2-TZVPD) on a 8-piece molecular cluster, C6H27NO7 overall at a distorted geometry.

Geometry as XYZ:
```
41
Properties=species:S:1:pos:R:3:forces:R:3:mulliken_charge:R:1
C 1.628217 0.891465 2.582094 -0.05 0.15 -0.86 -0.8684
C 1.772320 1.777362 1.319856 0.73 -0.48 -0.08 0.1631
C 0.424030 2.489653 1.061289 -0.35 0.62 2.23 -1.1396
C -0.626036 1.485957 0.588377 0.73 0.89 0.57 0.4065
C -1.760065 1.324277 1.273520 0.51 0.17 -0.15 -0.5627
N -2.625016 0.267251 1.105695 -0.16 0.89 0.93 -0.1834
C -2.829199 -0.393054 -0.143659 0.13 -0.80 -0.78 -0.5633
H 1.275121 1.503179 3.422125 0.16 -0.27 -0.06 0.3335
H 0.885222 0.155331 2.308728 -0.33 -0.23 0.50 0.0556
H 2.525761 0.330043 2.857297 0.09 0.33 -0.02 0.3651
H 1.882695 1.117065 0.420517 0.59 0.43 0.70 -0.2049
H 2.707418 2.415423 1.451561 -1.47 -0.36 -0.56 0.3508
H 0.549868 3.389837 0.453247 -0.08 -0.19 -0.15 0.3658
H 0.077761 2.835485 2.125770 0.40 -0.14 -1.94 0.3352
H -0.282675 0.740246 -0.111257 -0.08 -0.33 -0.27 0.2398
H -1.995242 2.077210 2.037166 -0.06 -0.58 -0.03 0.2528
H -3.209235 0.073153 1.901148 -0.42 0.06 -0.45 0.2146
H -2.186547 -1.281723 -0.262066 -0.02 0.36 -0.05 0.1339
H -2.685164 0.279206 -1.017473 -0.17 -0.23 0.71 0.1335
H -3.845560 -0.763569 -0.157511 -0.32 -0.02 -0.22 0.3897
O 1.227312 1.567126 -2.455455 -0.15 1.48 -1.79 -0.6891
H 1.767310 0.799391 -2.320592 0.24 -0.93 0.89 0.4346
H 0.642141 1.825154 -1.759550 0.15 -0.28 1.00 0.2761
O 1.658236 -2.073445 0.390605 1.79 0.13 -0.15 -0.7246
H 0.696556 -2.072358 0.296868 -0.27 -0.08 0.51 0.4260
H 1.922494 -1.721856 1.248703 -0.67 -0.08 -0.04 0.2943
O -1.486730 1.121116 -3.130520 0.72 0.27 0.51 -0.6795
H -0.720727 1.547416 -3.571143 -0.48 -0.48 0.21 0.3665
H -1.195345 1.149021 -2.195793 -0.44 0.01 -0.70 0.2652
O -0.495173 -1.533860 1.724737 0.91 0.48 0.38 -0.6743
H -1.163302 -0.846777 1.841816 -0.50 -0.62 0.12 0.2598
H -0.745681 -2.423953 1.968769 -0.71 0.18 0.05 0.2211
O 2.383227 -0.881317 -1.835223 1.19 -0.54 1.33 -0.6851
H 2.421771 -1.024543 -0.831766 -1.00 -0.01 -1.19 0.3555
H 3.179543 -1.398154 -2.049698 -0.34 0.33 -0.55 0.2971
O -0.110382 -1.999854 -2.857981 0.00 -0.17 0.19 -0.8092
H -0.601964 -1.190192 -2.696154 -0.25 0.44 -0.42 0.4024
H 0.769396 -1.797284 -2.509174 0.48 0.25 -0.18 0.4617
O -0.678047 -3.033999 -0.489098 -0.32 -2.50 -0.35 -0.6613
H -0.684068 -4.041969 -0.595877 0.10 2.29 0.14 0.2536
H -0.470258 -2.683449 -1.389904 -0.28 -0.46 0.01 0.3918
```
Forces are in eV/Å.

The calculation puts the HOMO energy at -8.3 eV. The spin multiplicity is 1. The calculation puts the HOMO-LUMO gap at 8.761 eV. The value obtained for the LUMO energy is 0.44 eV.

ORCA calculation (ωB97M-V/def2-TZVPD) on C3H8KO2 as an isolated structure.

Geometry as XYZ:
```
14
Properties=species:S:1:pos:R:3:forces:R:3:mulliken_charge:R:1
O -3.376500 -2.376278 0.931246 0.14 0.10 -0.02 -0.2725
O -1.262622 -2.794253 0.359347 -0.08 0.14 0.04 -0.2727
C -4.674780 -2.888006 1.163105 -0.73 0.13 0.20 -0.7237
C -0.295616 -3.753909 -0.021633 0.73 -0.16 -0.20 -0.7238
C -2.502782 -3.399038 0.562825 -0.05 -0.24 -0.02 -0.2996
H -5.096425 -3.359376 0.259425 0.18 0.14 0.21 0.3242
H -5.317407 -2.038419 1.449206 0.31 -0.41 -0.14 0.2134
H -4.683315 -3.626960 1.981945 0.07 0.21 -0.21 0.3243
H -0.566307 -4.255136 -0.966146 0.01 0.17 0.25 0.3243
H -0.153206 -4.522695 0.756375 -0.09 0.24 -0.17 0.3242
H 0.658486 -3.220047 -0.167515 -0.46 -0.26 0.07 0.2135
H -2.439397 -4.166531 1.358057 0.02 0.17 -0.04 0.3014
H -2.851643 -3.899510 -0.360895 0.05 0.15 0.07 0.3013
K -1.514763 0.989204 1.007537 -0.09 -0.39 -0.04 0.9656
```
Forces are in eV/Å.

The calculation puts the HOMO energy at -13.0 eV. Its charge is +1. The spin multiplicity is 1. The calculation puts the HOMO-LUMO gap at 8.865 eV. The value obtained for the LUMO energy is -4.14 eV.

ORCA calculation (ωB97M-V/def2-TZVPD) on C9H17AuClI2N2OP as an isolated structure at a distorted geometry.

Geometry as XYZ:
```
34
Properties=species:S:1:pos:R:3:forces:R:3:mulliken_charge:R:1
I -0.511617 -2.707536 2.304774 -0.08 0.21 0.39 0.0784
I -0.553128 -1.580268 -2.572878 -0.20 -0.01 -1.13 0.1847
Au -0.236253 -1.228504 0.003617 0.25 0.42 0.60 0.7815
P 2.322256 -1.785539 -0.335762 3.00 0.30 -0.41 0.7600
C 1.807575 -3.544826 -0.277312 -1.36 -0.09 0.28 -0.8736
C 3.280407 -1.633667 -1.873716 -0.36 0.49 -0.58 -1.0934
H 4.051144 -0.664570 0.930712 -0.14 -0.02 -0.11 0.4148
H 4.458456 -2.366513 0.778807 -0.52 -0.18 -0.43 0.4307
H 3.220688 -1.848339 1.924709 -0.06 -0.02 0.01 0.3468
C 3.623035 -1.668897 0.926527 -0.30 0.66 0.81 -1.1009
H 3.695022 -0.625916 -1.945912 -0.11 -0.07 0.15 0.4220
H 4.126626 -2.327144 -1.957135 -0.42 -0.24 0.43 0.4162
H 2.636661 -4.256483 -0.395478 0.20 0.60 -0.09 0.4034
H 1.065609 -3.687851 -1.067471 0.23 -0.27 0.03 0.3253
H 2.627751 -1.771676 -2.735560 0.06 -0.08 -0.07 0.3196
H 1.280536 -3.716411 0.674919 0.54 -0.10 -0.50 0.1847
C -2.177275 -1.237796 0.732490 -6.06 2.32 1.49 0.1793
O -3.268980 -0.854029 0.934803 5.23 -2.27 -0.93 -0.1209
Cl 1.761635 0.512825 -0.387872 0.37 -1.55 0.23 -0.2389
C -4.469367 2.592279 -0.712518 -0.67 0.14 -0.72 -1.1213
C -3.085481 2.393034 -0.278675 1.02 0.05 0.96 0.5915
C -2.297278 3.072643 0.640248 -0.14 -0.44 -0.16 -0.8401
C -1.122369 2.302281 0.828117 -1.43 0.41 -0.71 0.4863
N -1.210909 1.209249 0.051077 1.33 -0.14 -0.35 -0.2176
N -2.324974 1.346541 -0.710466 -1.10 -0.33 0.68 -0.0951
C 0.037238 2.792180 1.623020 0.25 -0.32 0.20 -1.1922
H -5.213060 2.647630 0.100823 0.61 -0.11 -0.11 0.3172
H -4.524416 3.551726 -1.244539 -0.27 -0.40 -0.16 0.3116
H -4.741014 1.737882 -1.355530 -0.21 0.62 -0.02 0.3139
H -2.537981 4.001679 1.140787 0.01 -0.16 -0.10 0.4305
H -2.701387 0.533151 -1.216789 0.34 0.84 0.41 0.2566
H 0.334155 3.764275 1.195753 0.11 -0.44 0.20 0.3219
H -0.220516 2.965482 2.675917 -0.09 -0.05 -0.30 0.3496
H 0.867211 2.083107 1.600511 -0.01 0.26 0.01 0.2673
```
Forces are in eV/Å.

The calculation puts the HOMO energy (alpha / beta) at -14.8 / -14.8 eV. The expectation value of S² is 2.0414. Its charge is +2. The spin multiplicity is 3. The calculation puts the HOMO-LUMO gap (alpha / beta) at 5.049 / 3.694 eV. The value obtained for the LUMO energy (alpha / beta) is -9.78 / -11.08 eV.

ORCA calculation (ωB97M-V/def2-TZVPD) on C36H30N6OSSeTi as an isolated structure at a distorted geometry.

Geometry as XYZ:
```
76
Properties=species:S:1:pos:R:3:forces:R:3:mulliken_charge:R:1
Ti -0.176873 -0.014474 -0.998909 0.62 -0.20 1.45 -0.5950
Se 5.203838 5.514422 -1.687901 0.02 0.03 0.11 0.3501
N 5.296560 3.738726 -1.660902 -0.14 0.19 -0.09 -0.8280
C 4.067054 3.306612 -1.555370 -0.02 -0.33 0.03 0.7378
C 3.718882 1.883074 -1.530286 0.25 0.22 -0.12 0.5837
C 4.667828 0.861089 -1.610617 0.10 0.02 -0.02 -0.7189
C 4.245208 -0.449494 -1.601864 0.00 -0.04 0.00 -1.0581
C 2.885584 -0.720782 -1.523134 -0.09 0.07 -0.03 -0.2808
N 1.962698 0.242474 -1.447842 0.25 0.12 -0.13 0.6892
C 2.383123 1.531802 -1.447080 -0.28 0.02 0.11 0.2055
C 1.345330 2.552748 -1.297795 -0.01 -0.29 -0.11 -0.5549
N 0.091563 2.091539 -1.119969 0.17 0.32 -0.21 0.3103
C -0.902302 2.964000 -0.950945 0.04 -0.07 0.01 -0.4836
C -0.688282 4.335789 -0.966652 -0.02 0.00 0.01 -1.3700
C 0.591436 4.811354 -1.154627 0.00 0.10 -0.01 -0.6322
C 1.640209 3.904138 -1.321718 0.28 0.26 0.09 0.4061
C 3.041378 4.303673 -1.472652 -0.30 -0.02 0.07 0.8093
N 3.434358 5.549916 -1.511028 0.19 -0.12 -0.11 -0.8301
H 5.717536 1.118576 -1.678784 -0.02 0.00 0.01 0.5865
H 4.947660 -1.268908 -1.656845 0.00 0.01 0.00 0.5004
H 2.522678 -1.738411 -1.510742 0.00 -0.01 0.01 0.4139
H -1.886044 2.547577 -0.780562 -0.02 -0.02 -0.01 0.8038
H -1.523446 5.006434 -0.823989 0.01 0.00 0.00 0.5137
H 0.803709 5.873142 -1.166407 0.00 -0.02 0.00 0.5786
C 1.780308 -0.495823 5.666141 -0.02 -0.01 0.02 -0.5169
C 0.496845 -0.832888 5.248222 0.03 0.02 -0.02 -1.0186
C 0.114745 -0.626146 3.934753 0.00 0.03 0.00 -0.0049
C 1.023524 -0.084902 3.017555 -0.01 0.01 -0.09 0.3098
C 2.318414 0.219885 3.443676 0.06 0.02 0.06 -0.6240
C 2.693324 0.030980 4.763300 -0.02 0.00 -0.05 -0.7595
C 0.709674 0.123029 1.599785 -0.18 -0.06 0.00 0.0891
C -0.488619 0.166883 0.973420 -0.42 -0.16 -0.31 1.1414
C -1.834067 0.277359 1.577933 0.21 0.12 -0.04 -0.0048
C -2.848387 -0.633169 1.291638 -0.07 -0.13 -0.02 0.1428
C -4.113521 -0.475970 1.840351 0.04 0.05 0.01 -0.9467
C -4.384296 0.610604 2.661592 0.01 0.01 0.00 -0.5353
C -3.384139 1.535842 2.936789 -0.02 -0.03 -0.02 -0.9717
C -2.117075 1.369605 2.400331 -0.02 0.06 0.06 0.2817
H 2.070012 -0.653859 6.696702 0.00 0.00 -0.01 0.4180
H -0.207786 -1.256218 5.951590 0.01 0.00 0.00 0.4407
H -0.885141 -0.893687 3.624078 -0.03 0.01 -0.02 0.5017
H 3.033894 0.616967 2.731427 0.00 0.00 0.01 0.4551
H 3.694205 0.284493 5.085253 -0.01 0.00 0.00 0.4212
H 1.613001 0.222148 0.995671 0.03 -0.05 -0.05 -0.0809
H -2.645225 -1.489688 0.657110 0.02 0.00 -0.02 0.4091
H -4.886894 -1.202626 1.628076 0.00 0.01 0.00 0.4769
H -5.370992 0.735137 3.087314 0.01 0.00 0.00 0.4470
H -3.589667 2.385022 3.575324 -0.01 -0.01 0.00 0.4860
H -1.333290 2.083165 2.628323 0.00 -0.01 0.00 0.4787
C -3.051553 1.114474 -3.451271 0.00 0.05 -0.17 -1.2371
C -3.045176 0.120157 -2.315752 0.32 -0.07 0.33 0.4645
C -3.429049 -1.282490 -2.719993 -0.06 -0.10 -0.11 -1.2999
O -1.708318 0.065806 -1.738343 -0.89 0.20 -0.48 -0.0982
H -3.980089 1.023194 -4.015071 -0.02 0.03 0.04 0.4821
H -2.228625 0.914145 -4.141063 -0.02 -0.04 -0.02 0.2495
H -2.968871 2.144223 -3.105232 0.03 -0.02 0.03 0.3122
H -3.675665 0.462268 -1.492878 -0.07 -0.02 0.01 0.2587
H -2.842499 -1.616994 -3.579645 0.00 0.01 0.02 0.3076
H -4.481950 -1.302445 -3.003052 0.02 -0.02 -0.01 0.5132
H -3.285449 -1.984416 -1.898362 -0.01 0.02 0.02 0.2559
N 0.359530 -1.652467 -3.727047 -0.02 0.11 -0.07 -0.2248
C 0.207272 -2.485431 -2.669551 -0.18 0.03 0.01 -0.1413
N 0.086576 -2.089814 -1.414672 0.13 -0.29 -0.16 1.5092
C -0.022556 -3.221402 -0.552401 0.03 0.40 -0.07 -0.8850
C -0.155732 -3.208377 0.831431 -0.01 -0.04 0.05 -0.0989
C -0.227592 -4.418648 1.498539 0.00 -0.02 0.00 -1.1236
C -0.168512 -5.632500 0.813539 0.00 0.01 0.00 -0.6822
C -0.035522 -5.655594 -0.562181 -0.01 0.02 0.04 -0.5413
C 0.033181 -4.436976 -1.223915 0.02 -0.19 -0.02 0.9811
S 0.195277 -4.179408 -2.937162 0.07 -0.18 -0.05 -0.2381
H -0.033227 -0.724942 -3.701695 -0.05 0.03 0.11 0.0586
H 0.355997 -2.057451 -4.650434 0.04 -0.06 0.02 0.3164
H -0.199920 -2.282331 1.383169 0.01 -0.01 -0.01 0.3110
H -0.329686 -4.418698 2.575604 0.00 0.00 -0.01 0.5022
H -0.226916 -6.563488 1.360376 0.00 0.01 -0.01 0.4241
H 0.010554 -6.591538 -1.102678 0.00 0.02 0.00 0.4505
```
Forces are in eV/Å.

The calculation puts the HOMO energy at -13.2 eV. Its charge is +2. The spin multiplicity is 1. The calculation puts the HOMO-LUMO gap at 6.471 eV. The value obtained for the LUMO energy is -6.70 eV.

Computed total energy (Eh) in order:
-558.4581, -826.1954, -869.2866, -2069.7970, -5442.3549